Molecular formula: C11H34O6
Method: DFT, ωB97M-V/def2-TZVPD

Geometry (Å):
O1 -5.504 -13.900 2.876
H1 -6.447 -14.037 2.992
H2 -5.193 -14.133 1.998
H3 -5.072 -14.421 3.557
C1 -3.715 -15.589 -1.538
C2 -4.861 -15.418 -0.521
C3 -5.207 -16.806 0.089
O2 -4.634 -14.454 0.490
H4 -2.909 -16.249 -1.219
H5 -3.224 -14.651 -1.799
H6 -4.117 -16.024 -2.453
H7 -5.714 -15.115 -1.129
H8 -4.313 -17.257 0.519
H9 -5.562 -17.390 -0.760
H10 -5.999 -16.700 0.831
C4 0.282 -14.247 0.922
C5 -1.149 -14.221 0.345
O3 -2.022 -14.040 1.479
H11 0.650 -13.250 1.167
H12 0.933 -14.735 0.197
H13 0.350 -14.901 1.791
H14 -1.307 -15.231 -0.033
H15 -1.388 -13.469 -0.407
H16 -2.919 -13.919 1.158
C6 -3.381 -16.525 3.923
C7 -4.174 -16.257 5.188
O4 -4.665 -14.932 5.139
H17 -2.569 -15.836 3.690
H18 -4.035 -16.445 3.054
H19 -2.989 -17.541 3.978
H20 -3.448 -16.351 5.996
H21 -4.979 -16.967 5.379
H22 -4.660 -14.524 6.008
C8 -8.586 -15.705 5.285
C9 -8.576 -14.281 4.741
O5 -7.979 -14.351 3.443
H23 -9.359 -16.274 4.769
H24 -8.839 -15.681 6.345
H25 -7.616 -16.193 5.198
H26 -7.914 -13.567 5.229
H27 -9.550 -13.809 4.603
H28 -8.757 -14.572 2.926
C10 -8.764 -12.979 -1.143
C11 -7.559 -12.198 -0.675
O6 -7.174 -12.660 0.608
H29 -9.346 -12.448 -1.895
H30 -9.477 -13.170 -0.341
H31 -8.604 -13.987 -1.526
H32 -7.855 -11.159 -0.533
H33 -6.748 -12.266 -1.400
H34 -6.559 -13.389 0.500

The expectation value of S² is 0.754. The value obtained for the HOMO energy (alpha / beta) is -12.74 / -12.69 eV. The multiplicity is 2. Its total charge is +1. As for the lowest unoccupied orbital energy (alpha / beta): -2.26 / -6.43 eV. As for the frontier orbital gap (alpha / beta): 10.478 / 6.256 eV. The calculation puts the relative energy (zero: lowest compared OMol25 entry of this formula, charge and spin) at 0.0 kcal per mole.

=====

Molecular formula: C11H34O9
Method: DFT, ωB97M-V/def2-TZVPD

Geometry (Å):
O1 2.352 2.063 0.404
C1 2.225 3.084 -0.600
C2 2.556 2.533 -1.932
O2 1.918 1.302 -2.217
H1 1.819 2.208 1.192
H2 1.243 3.566 -0.492
H3 2.958 3.893 -0.407
H4 3.632 2.343 -2.005
H5 2.313 3.300 -2.669
H6 2.572 0.550 -2.124
O3 2.148 -1.117 0.229
C3 3.357 -1.782 -0.057
C4 3.615 -1.857 -1.541
O4 3.953 -0.565 -2.101
H7 2.194 -0.141 0.155
H8 4.145 -1.219 0.457
H9 3.225 -2.812 0.283
H10 2.697 -2.121 -2.067
H11 4.411 -2.569 -1.759
H12 4.700 -0.705 -2.688
O5 -2.530 2.802 -0.376
C5 -2.237 3.266 0.916
C6 -1.606 2.173 1.724
O6 -0.332 1.830 1.208
H13 -1.682 2.516 -0.770
H14 -1.545 4.109 0.798
H15 -3.174 3.644 1.322
H16 -2.249 1.291 1.801
H17 -1.471 2.545 2.745
H18 -0.454 1.359 0.362
C7 -0.954 -1.295 -1.746
C8 -1.407 0.042 -2.288
O7 -0.737 1.117 -1.657
H19 0.100 -1.430 -1.995
H20 -1.513 -2.122 -2.185
H21 -1.064 -1.315 -0.663
H22 -2.485 0.141 -2.158
H23 -1.195 0.156 -3.358
H24 0.209 1.139 -1.982
C9 -0.440 -2.739 2.319
C10 0.592 -3.311 3.289
O8 0.163 -3.027 4.623
H25 -1.452 -2.989 2.631
H26 -0.252 -2.968 1.268
H27 -0.384 -1.642 2.359
H28 1.556 -2.825 3.169
H29 0.609 -4.397 3.206
H30 0.718 -2.326 4.967
C11 -5.192 -1.034 0.378
O9 -6.305 -0.391 -0.284
H31 -4.341 -0.616 -0.160
H32 -5.252 -0.741 1.413
H33 -5.287 -2.101 0.196
H34 -6.441 -0.815 -1.133

The value obtained for the HOMO energy is -9.51 eV. As for the lowest unoccupied orbital energy: 0.35 eV. The SMILES is OCCO.OCCO.OCCO.CCO.CCO.CO. As for the frontier orbital gap: 9.854 eV. The calculation puts the relative energy (zero: lowest compared OMol25 entry of this formula, charge and spin) at 0.0 kcal per mole.

=====

Molecular formula: C11H36BO7V
Method: DFT, ωB97M-V/def2-TZVPD

Geometry (Å):
O1 18.823 -14.046 24.789
V1 19.730 -15.192 25.491
O2 21.278 -14.917 25.098
B1 19.328 -13.745 29.450
H1 19.642 -13.012 28.722
H2 18.297 -14.037 29.325
H3 19.954 -14.619 29.369
H4 19.415 -13.329 30.442
C1 13.779 -17.184 25.735
O3 15.155 -17.515 26.122
H5 13.686 -16.724 24.752
H6 13.089 -18.018 25.608
H7 13.292 -16.495 26.425
H8 15.229 -18.175 26.815
C2 22.780 -13.002 34.563
O4 21.679 -13.821 34.810
H9 23.471 -13.540 33.914
H10 22.405 -12.088 34.103
H11 23.180 -12.734 35.541
H12 21.131 -13.824 34.022
C3 23.769 -19.725 28.643
C4 22.983 -20.484 27.553
C5 22.801 -22.022 27.833
O5 21.699 -19.958 27.509
H13 24.824 -19.995 28.691
H14 23.375 -19.919 29.641
H15 23.660 -18.685 28.338
H16 23.582 -20.343 26.653
H17 22.128 -22.416 27.072
H18 22.246 -22.262 28.740
H19 23.734 -22.575 27.940
H20 21.158 -20.676 27.848
C6 16.967 -7.951 28.222
C7 18.403 -7.469 27.937
C8 18.494 -5.924 27.932
O6 19.280 -7.882 28.984
H21 16.865 -9.036 28.248
H22 16.385 -7.673 27.344
H23 16.527 -7.566 29.142
H24 18.828 -7.826 26.998
H25 18.203 -5.515 28.899
H26 17.901 -5.431 27.162
H27 19.537 -5.635 27.801
H28 19.125 -8.824 29.083
C9 14.205 -15.018 32.753
C10 14.377 -16.530 32.556
C11 15.554 -17.048 33.362
O7 13.139 -17.176 32.942
H29 15.183 -14.536 32.759
H30 13.694 -14.778 33.685
H31 13.504 -14.715 31.976
H32 14.553 -16.756 31.504
H33 15.647 -18.129 33.264
H34 15.292 -16.828 34.397
H35 16.501 -16.547 33.161
H36 12.507 -17.054 32.230

The value obtained for the HOMO energy is -8.79 eV. As for the lowest unoccupied orbital energy: -4.73 eV. As for the frontier orbital gap: 4.068 eV.

=====

Molecular formula: C11H36N2O7
Method: DFT, ωB97M-V/def2-TZVPD

Geometry (Å):
N1 -0.931 -0.965 -1.337
C1 -0.703 -1.979 -0.544
N2 -1.432 -2.978 -0.670
O1 0.104 -1.864 0.505
H1 -0.495 -0.166 -0.935
H2 -1.479 -0.810 -2.204
H3 -1.251 -3.742 0.012
H4 -2.003 -3.044 -1.548
C2 0.350 2.633 -4.374
C3 0.708 1.213 -4.048
O2 0.299 0.436 -5.105
H5 0.507 3.277 -3.513
H6 -0.739 2.776 -4.654
H7 0.927 3.063 -5.157
H8 0.131 0.919 -3.128
H9 1.783 1.019 -3.774
H10 -0.059 -0.423 -4.779
C4 -0.808 1.216 1.325
C5 0.404 1.849 0.834
O3 0.751 1.086 -0.337
H11 -0.585 0.152 1.545
H12 -1.659 1.178 0.665
H13 -1.095 1.667 2.280
H14 1.251 1.658 1.519
H15 0.376 2.849 0.496
H16 1.564 1.455 -0.594
C6 -5.162 -0.779 -0.999
C7 -4.217 -0.902 0.169
O4 -3.886 -2.209 0.509
H17 -4.683 -1.106 -1.863
H18 -5.580 0.243 -1.173
H19 -6.106 -1.372 -0.977
H20 -4.649 -0.383 1.028
H21 -3.256 -0.447 -0.143
H22 -3.014 -2.475 0.184
C8 0.243 -0.535 5.033
C9 0.650 -1.536 3.985
O5 0.505 -2.857 4.496
H23 0.217 0.512 4.599
H24 0.913 -0.561 5.909
H25 -0.766 -0.591 5.436
H26 1.677 -1.429 3.715
H27 0.023 -1.390 3.055
H28 0.786 -3.444 3.752
C10 3.907 2.786 -0.388
O6 3.110 2.111 -1.297
H29 4.795 3.205 -0.899
H30 4.219 2.223 0.482
H31 3.379 3.702 0.048
H32 3.699 1.429 -1.706
C11 3.115 -0.862 0.661
O7 2.599 -1.888 1.500
H33 3.121 0.189 1.156
H34 2.551 -0.815 -0.313
H35 4.175 -1.114 0.440
H36 1.723 -2.170 1.119

The value obtained for the HOMO energy is -9.33 eV. As for the lowest unoccupied orbital energy: -0.06 eV. The SMILES is NC(N)=O.CCO.CCO.CCO.CCO.CO.CO. As for the frontier orbital gap: 9.275 eV. The calculation puts the relative energy (zero: lowest compared OMol25 entry of this formula, charge and spin) at 23.7 kcal per mole.